1.
98
Properties=species:S:1:pos:R:3:mulliken_charge:R:1 method="wB97M-V/def2-TZVPD" lumo_energy_ev=0.25 e_above_lowest_kcal_mol=7.2 total_energy_ev=-118604.384 orbital_gap_ev=6.99
Tl -0.99 0.19 0.48 1.192
C -0.22 -0.57 3.06 -0.718
C -1.25 0.38 3.28 -0.032
C -0.71 1.65 2.88 -0.635
C 0.61 1.41 2.41 0.015
C 0.93 0.04 2.54 -0.731
C 2.27 -0.59 2.25 2.809
C 3.30 -0.06 3.26 -2.024
C 2.19 -2.12 2.37 -2.155
C 2.74 -0.24 0.83 -1.815
C -1.25 3.08 3.01 2.684
C -1.68 3.37 4.45 -1.815
C -0.14 4.10 2.69 -2.203
C -2.39 3.40 2.03 -1.423
C -2.57 -0.08 3.90 2.575
C -2.85 -1.55 3.53 -1.964
C -2.49 -0.01 5.44 -1.788
C -3.80 0.70 3.43 -1.748
H -0.27 -1.62 3.34 0.354
H 1.32 2.16 2.09 0.565
H 2.98 -0.29 4.28 0.438
H 3.40 1.02 3.17 0.316
H 4.29 -0.52 3.10 0.445
H 1.96 -2.41 3.40 0.413
H 3.14 -2.58 2.10 0.447
H 1.41 -2.51 1.72 0.230
H 2.84 0.85 0.73 0.468
H 2.01 -0.58 0.09 -0.006
H 3.71 -0.71 0.62 0.627
H -0.89 3.06 5.14 0.310
H -2.59 2.83 4.72 0.247
H -1.88 4.43 4.60 0.473
H 0.73 3.96 3.33 0.402
H -0.52 5.11 2.85 0.476
H 0.18 4.03 1.65 0.227
H -3.26 2.78 2.20 0.013
H -2.05 3.25 1.01 -0.097
H -2.70 4.45 2.15 0.546
H -2.15 -2.23 4.01 0.362
H -2.79 -1.70 2.45 0.263
H -3.85 -1.83 3.87 0.482
H -1.68 -0.64 5.80 0.313
H -3.42 -0.36 5.88 0.484
H -2.30 1.01 5.78 0.237
H -3.85 0.70 2.34 0.111
H -3.81 1.72 3.79 0.219
H -4.71 0.22 3.80 0.595
C -3.11 -0.11 -2.79 -0.509
O -3.39 0.32 -1.48 -0.216
C -3.84 1.66 -1.39 -0.690
C -2.82 2.68 -1.88 -0.591
O -1.59 2.49 -1.22 0.101
C -0.66 3.50 -1.52 -0.763
H -3.89 0.23 -3.49 0.420
H -3.10 -1.20 -2.78 0.057
H -2.14 0.25 -3.14 0.128
H -4.05 1.83 -0.33 0.087
H -4.76 1.79 -1.98 0.421
H -3.22 3.68 -1.67 0.396
H -2.68 2.59 -2.96 0.434
H -1.00 4.47 -1.13 0.316
H -0.50 3.58 -2.60 0.270
H 0.28 3.23 -1.04 0.105
S 1.58 0.68 -2.39 -0.092
C 2.99 1.54 -2.39 -0.231
N 3.18 2.76 -2.95 -0.120
C 4.58 3.18 -2.92 -0.537
C 5.19 2.18 -1.92 -0.589
N 4.17 1.15 -1.84 -0.067
H 2.54 3.10 -3.64 0.268
H 4.66 4.21 -2.58 0.301
H 5.04 3.09 -3.91 0.294
H 5.37 2.65 -0.95 0.305
H 6.13 1.77 -2.28 0.334
H 4.15 0.48 -1.09 0.255
C -1.09 -3.88 -1.58 -1.333
As 0.11 -2.34 -1.86 0.374
C 1.78 -3.27 -1.45 -1.252
C 0.17 -2.35 -3.87 -1.385
C 0.55 -3.65 -4.48 0.479
C 1.89 -4.01 -4.63 -0.302
C 2.25 -5.26 -5.13 -0.650
C 1.26 -6.16 -5.50 -0.462
C -0.07 -5.81 -5.39 -0.647
C -0.42 -4.57 -4.87 -0.296
H -0.69 -4.79 -2.02 0.406
H -2.07 -3.68 -2.00 0.311
H -1.20 -4.02 -0.50 0.421
H 1.86 -4.20 -2.01 0.530
H 1.81 -3.49 -0.38 0.347
H 2.63 -2.63 -1.69 0.218
H 0.87 -1.56 -4.14 0.613
H -0.83 -2.05 -4.19 0.488
H 2.66 -3.30 -4.35 0.388
H 3.29 -5.53 -5.21 0.383
H 1.54 -7.13 -5.90 0.377
H -0.85 -6.50 -5.69 0.378
H -1.47 -4.30 -4.78 0.343

2.
104
Properties=species:S:1:pos:R:3:mulliken_charge:R:1 method="wB97M-V/def2-TZVPD" lumo_energy_ev=0.50 e_above_lowest_kcal_mol=0.0 total_energy_ev=-77117.835 orbital_gap_ev=8.49
C -4.95 -1.21 -4.15 -0.666
C -3.98 -2.21 -4.93 -0.481
S -2.53 -1.25 -5.52 -0.162
C -1.02 -1.81 -4.63 -0.678
C -1.18 -1.88 -3.07 0.469
C -1.09 -3.23 -2.49 -1.013
C -1.23 -3.40 -1.05 -0.927
C -1.49 -2.22 -0.26 0.740
C -1.61 -0.86 -0.77 -0.301
C -1.42 -0.69 -2.23 0.129
C -1.47 0.74 -2.90 0.005
C 0.03 1.15 -3.22 -1.420
N 0.31 2.59 -3.26 0.232
C 0.00 3.29 -1.99 -0.424
C 1.00 2.76 -0.89 -0.994
C -0.26 3.25 -4.43 0.226
C -1.78 3.53 -4.66 -0.859
O 0.52 3.63 -5.28 -0.562
N -1.89 0.34 0.00 1.229
N -3.32 0.34 0.19 -0.671
C -1.30 0.32 1.34 -0.863
C -0.89 1.61 1.90 -0.627
C -0.31 1.78 3.21 -0.742
C -0.10 0.60 4.04 -0.625
C -0.51 -0.71 3.50 0.938
N -0.27 -1.85 4.37 -0.713
C -1.12 -0.86 2.18 0.429
S -1.67 -2.48 1.55 -0.382
H -5.82 -1.74 -3.68 0.310
H -4.32 -0.66 -3.40 0.038
H -5.35 -0.45 -4.88 0.255
H -3.73 -3.12 -4.33 0.328
H -4.56 -2.51 -5.86 0.371
H -0.14 -1.17 -4.93 0.286
H -0.79 -2.84 -5.01 0.432
H -0.90 -4.14 -3.11 0.286
H -1.15 -4.42 -0.59 0.356
H -1.99 1.39 -2.15 0.431
H -2.13 0.72 -3.81 0.307
H 0.77 0.61 -2.56 0.376
H 0.24 0.76 -4.26 0.347
H 0.27 4.38 -2.16 0.437
H -1.08 3.29 -1.69 0.352
H 0.54 2.07 -0.15 -0.069
H 1.81 2.20 -1.43 0.401
H 1.51 3.64 -0.39 0.517
H -1.86 4.63 -4.92 0.328
H -2.41 3.35 -3.76 0.252
H -2.10 2.97 -5.57 0.254
H -3.65 1.30 0.04 0.228
H -3.56 0.00 1.12 0.309
H -1.05 2.52 1.28 0.329
H -0.05 2.82 3.53 0.342
H 0.35 0.74 5.05 0.309
H 0.48 -1.54 5.00 0.312
H 0.17 -2.58 3.80 0.279
C 6.47 1.59 2.50 -0.771
O 6.21 0.24 2.85 -0.359
C 5.42 0.13 4.03 -0.295
C 3.98 -0.22 3.70 -0.698
O 3.32 0.87 3.05 -0.335
C 3.19 0.66 1.65 -0.641
H 6.93 1.60 1.51 0.233
H 5.55 2.18 2.47 0.312
H 7.17 2.04 3.21 0.362
H 5.48 1.04 4.63 0.349
H 5.85 -0.69 4.62 0.274
H 3.44 -0.41 4.63 0.357
H 3.93 -1.13 3.09 0.404
H 2.45 -0.13 1.46 0.354
H 4.14 0.40 1.19 0.383
H 2.82 1.59 1.21 0.065
C 10.88 -1.41 7.73 -0.695
O 11.19 -1.68 6.37 -0.365
C 10.31 -2.63 5.79 -0.596
C 9.29 -1.96 4.89 -0.454
O 8.37 -1.17 5.65 -0.355
C 8.65 0.22 5.56 -0.726
H 11.49 -0.56 8.05 0.244
H 9.83 -1.15 7.86 0.291
H 11.14 -2.27 8.35 0.329
H 9.81 -3.23 6.56 0.329
H 10.92 -3.31 5.19 0.375
H 8.70 -2.73 4.38 0.373
H 9.78 -1.35 4.12 0.345
H 8.41 0.58 4.56 0.189
H 9.69 0.44 5.80 0.449
H 8.01 0.74 6.28 0.275
C -8.28 0.94 -4.19 -0.852
O -8.47 -0.42 -3.85 -0.301
C -9.22 -0.58 -2.65 -0.492
C -10.66 -0.98 -2.94 -0.566
O -11.38 0.08 -3.56 -0.372
C -11.54 -0.12 -4.96 -0.686
H -7.86 0.98 -5.19 0.238
H -9.23 1.49 -4.19 0.437
H -7.58 1.41 -3.49 0.311
H -9.19 0.33 -2.04 0.366
H -8.74 -1.38 -2.08 0.362
H -11.16 -1.20 -2.00 0.375
H -10.69 -1.89 -3.56 0.335
H -12.25 -0.94 -5.14 0.326
H -10.59 -0.34 -5.45 0.285
H -11.96 0.79 -5.38 0.241